Record 1
DFT (ωB97M-V/def2-TZVPD) results for one molecule with the formula C2H4FP.

The geometry in XYZ format:
```
8
Properties=species:S:1:pos:R:3:forces:R:3
C 1.1424 -0.3321 0.1039 -1.8 0.6 -1.0
C -0.1676 0.4484 -0.0629 -4.3 -3.3 1.3
P -1.9478 -0.5966 0.3142 3.9 3.3 -0.7
F -2.9171 0.6860 0.0593 0.0 -0.6 -0.1
H 1.9244 0.3830 0.2055 1.0 0.4 -0.4
H 1.2498 -1.0148 0.9543 -0.7 0.1 -0.2
H 1.1232 -0.8879 -0.8573 1.0 0.1 0.5
H -0.4073 1.3141 -0.7169 0.8 -0.5 0.7
```
Forces are in eV/Å.

Computed properties:
SMILES string   C/C=P/F
Charge   0
Multiplicity   1
HOMO level (spin up / spin down)   -8.326 / -8.484 eV
Gap between HOMO and LUMO (spin up / spin down)   8.4 / 8.0 eV

---

Record 2
DFT (ωB97M-V/def2-TZVPD) results for a 2-piece molecular cluster, C7H17BrOSi overall.

The geometry in XYZ format:
```
27
Properties=species:S:1:pos:R:3:forces:R:3
C 0.1142 1.6320 2.1034 2.6 2.3 0.5
O 1.3016 0.8519 2.0936 -0.6 -0.3 -0.7
Si 1.3249 -0.3985 1.0314 -0.5 -0.8 0.6
Br 3.2446 -1.2296 1.7956 -0.1 -0.4 -0.6
C -0.1848 -1.6416 1.0510 3.9 -3.2 -2.0
C 0.0398 -2.8819 1.9490 -0.2 2.9 3.8
C -0.2852 -2.3283 -0.3782 0.2 0.4 0.4
H 0.3633 2.3103 2.9354 -1.2 0.1 -0.4
H -0.7161 1.0642 2.2028 -2.7 -2.0 1.3
H -0.1594 2.1739 1.1988 1.0 0.4 -0.4
H 1.2910 0.1756 -0.3030 0.4 0.0 -0.6
H -1.0121 -1.0915 1.2582 -2.7 1.4 0.7
H 0.5042 -2.3831 2.8794 -0.4 -1.3 -0.8
H -0.8361 -3.4290 2.3831 0.5 0.4 -1.0
H 0.7954 -3.5126 1.5629 0.5 -0.8 -0.5
H -0.5287 -1.4919 -1.1333 0.4 -1.9 0.5
H -1.0742 -3.1328 -0.2353 0.6 1.2 -0.8
H 0.6911 -2.9537 -0.5621 -1.7 1.6 -0.1
C -1.0009 2.9612 -1.5396 1.9 -0.5 -2.2
C -1.0588 1.7542 -2.1316 1.9 2.6 -0.3
C -0.0486 1.4777 -3.1945 -0.7 -2.3 -1.2
H -0.3086 3.8065 -1.8199 -0.4 -1.4 -0.1
H -1.5499 3.2343 -0.7351 -2.2 0.5 2.3
H -1.7555 1.0159 -1.8871 -1.1 -0.9 0.6
H 0.3022 0.4405 -3.3272 -0.9 -0.3 0.5
H -0.3362 1.7123 -4.2137 -0.3 0.5 -0.1
H 0.8826 1.8639 -2.9840 1.8 1.9 0.5
```
Forces are in eV/Å.

Computed properties:
SMILES string   CO[Si@@H](Br)C(C)C.C=CC
Charge   0
Multiplicity   1
HOMO level   -9.772 eV
Gap between HOMO and LUMO   10.6 eV

---

Record 3
DFT (ωB97M-V/def2-TZVPD) results for C18H24N2OS2 as an isolated structure.

The geometry in XYZ format:
```
47
Properties=species:S:1:pos:R:3:forces:R:3
C -5.9252 -3.0803 0.2571 -4.1 1.9 -2.7
C -5.9958 -1.8299 -0.6715 -5.5 1.2 2.3
C -5.0840 -0.5808 -0.2505 -1.6 -12.0 7.7
C -3.7147 -1.0033 -0.4856 1.4 -2.3 -0.9
H -3.5616 -1.3701 -1.6636 -0.2 1.3 3.1
H -3.4828 -1.8790 0.2202 -0.3 0.9 -1.4
S -2.8944 0.3886 0.1665 2.4 0.9 -0.7
C -1.1726 -0.0388 -0.0891 -0.7 3.4 2.5
C -0.2297 0.7205 0.5392 2.3 -2.2 -0.3
C 1.2357 0.1912 0.7102 -2.9 6.1 0.9
O 2.0261 1.0207 1.3220 -1.5 -4.5 -2.2
N 1.3246 -0.8779 -0.0561 7.6 -5.4 0.7
N 0.5066 -1.8728 -0.6530 -4.6 7.2 2.5
C -0.7175 -1.1967 -0.5220 0.1 -10.6 -6.7
H -1.4356 -1.9545 -1.1980 1.2 2.2 2.2
C 2.6561 -1.5764 0.1090 2.3 2.4 -2.9
C 3.8935 -0.9139 -0.1116 -8.4 8.5 0.8
C 5.0654 -1.4055 -0.1504 7.9 8.0 -3.3
C 5.3299 -2.6220 -0.2280 -6.8 -8.6 2.2
C 4.0635 -3.4689 0.0857 2.4 3.5 -2.7
C 2.7983 -2.9335 -0.0476 -1.9 -1.2 3.6
H 1.8356 -3.4331 0.3017 1.6 -0.4 -1.2
H 4.1760 -4.4766 0.0749 0.4 -3.0 0.3
H 6.1378 -3.1389 -0.0418 4.6 -2.2 0.0
H 5.9795 -0.5648 -0.5845 -2.5 -2.4 1.9
H 3.8530 0.3432 -0.2270 -0.2 -3.7 0.5
S -0.4931 2.0714 1.3946 -1.4 4.6 1.5
C -0.8565 3.4359 -0.1102 -6.6 -6.6 3.2
C 0.1321 3.2008 -1.0102 7.1 -2.0 -2.8
C 1.5924 3.6712 -0.5076 -1.6 4.7 -2.9
C 2.6545 3.7572 -1.6958 -2.2 -7.6 3.1
H 2.7335 2.6013 -2.1328 -0.3 2.7 0.8
H 2.4210 4.3203 -2.4731 -1.0 2.9 -3.1
H 3.5724 3.8524 -1.2606 2.6 1.0 0.8
H 1.8143 3.0192 0.2720 1.1 -0.6 1.5
H 1.5005 4.9385 -0.1795 0.0 -3.9 -0.3
H 0.3408 2.2242 -1.6786 -1.2 1.6 2.1
H -0.0942 3.8935 -1.6915 -0.6 2.8 -3.7
H -1.0317 4.3201 0.3486 0.4 2.9 1.5
H -1.9600 3.0665 -0.3953 2.4 0.8 0.1
H -5.4302 0.1536 -0.6189 -3.9 10.0 -5.4
H -5.5417 -0.3946 1.0764 2.1 -0.6 -3.8
H -7.2830 -1.5270 -0.5619 3.8 -0.2 -0.4
H -6.0023 -2.1923 -1.6909 0.8 0.3 -0.4
H -5.0920 -3.4505 -0.0328 6.4 -2.8 -0.7
H -6.5535 -3.8926 -0.1306 -0.7 0.5 0.3
H -6.0339 -2.9653 1.2702 -0.2 0.6 2.3
```
Forces are in eV/Å.

Computed properties:
Charge   0
Multiplicity   1
HOMO level   -8.209 eV
Gap between HOMO and LUMO   7.3 eV

---

Record 4
DFT (ωB97M-V/def2-TZVPD) results for a 2-piece molecular cluster, C3H4 overall.

The geometry in XYZ format:
```
7
Properties=species:S:1:pos:R:3:forces:R:3
C 0.8636 0.6420 -0.6555 1.2 -1.3 1.3
C 1.5916 -0.0761 0.1481 -0.5 1.0 -0.5
C -2.5616 0.1957 0.2055 2.6 2.0 -4.0
H 1.8638 -0.9173 0.8032 -0.4 0.6 -0.7
H 2.2508 0.8624 0.2020 -0.2 -0.2 -0.1
H -1.5467 0.6817 -0.2830 -1.8 -1.3 2.6
H -3.2249 0.2025 -0.6916 -0.8 -0.7 1.5
```
Forces are in eV/Å.

Computed properties:
Charge   0
Multiplicity   3
HOMO level (spin up / spin down)   -9.162 / -11.028 eV
Gap between HOMO and LUMO (spin up / spin down)   9.5 / 10.0 eV
Expectation value of S²   2.005

---

Maximum force in hartree/bohr, matching the order above: 0.108; 0.105; 0.280; 0.101
ΔE to the lowest compared entry with this formula, charge and spin in kcal/mol, matching the order above: 42.8; 34.0; 379.6; 29.7
Electronic energy in Eh, matching the order above: -519.7277; -3215.6311; -1680.8439; -116.3630